1.
16
Properties=species:S:1:pos:R:3 method="wB97M-V/def2-TZVPD" multiplicity=5 gap_ev="8.268 / 5.805" energy_ev=-84672.0794 s_squared=6.0060 homo_ev="-23.987 / -24.055" lumo_energy_ev="-15.72 / -18.25" charge=+4
Nd 0.2241 2.2360 -2.9638
Yb -1.2317 -0.7013 0.8163
Cl 1.5918 3.0282 -0.9496
Cl -0.9913 -0.0778 -1.6380
C -2.9089 -2.5887 0.5791
C -1.0843 4.1441 -2.2785
C -2.2021 2.2541 -3.4586
O -3.6073 -3.4308 0.2037
O -1.9119 4.7182 -1.6698
O -3.3676 2.2145 -3.3612
C 2.9929 -2.1096 2.6464
C 1.7324 -1.7063 2.0959
N 0.6996 -1.3751 1.6490
H 3.0586 -1.8664 3.7091
H 3.8428 -1.5607 2.1158
H 3.1631 -3.1784 2.5044


2.
7
Properties=species:S:1:pos:R:3 method="wB97M-V/def2-TZVPD" gap_ev="8.224 / 8.772" energy_ev=-21209.4655 e_above_lowest_kcal_mol=56.5 homo_ev="-8.979 / -9.861" lumo_energy_ev="-0.76 / -1.09"
C 1.0344 -0.3326 -0.1507
F 1.6661 0.8238 -0.3501
F 1.5662 -1.2337 -0.9433
F 0.9915 -0.8336 1.0928
F -1.6811 1.7275 0.1055
P -1.8502 0.2590 -0.5362
H -1.7269 -0.4104 0.7820


3.
85
Properties=species:S:1:pos:R:3 method="wB97M-V/def2-TZVPD" multiplicity=5 gap_ev="6.706 / 5.894" energy_ev=-159350.5820 e_above_lowest_kcal_mol=30.7 s_squared=6.0854 homo_ev="-13.461 / -13.595" lumo_energy_ev="-6.76 / -7.70" charge=+2
N -6.1002 -1.0347 4.1103
C -5.5239 0.0338 4.6675
C -4.9853 1.0856 3.9137
C -5.0625 1.0187 2.5047
C -5.7720 -0.0785 1.9346
C -6.2672 -1.0774 2.7854
C -4.3972 1.9680 1.6713
Fe 0.5546 1.0291 -0.6700
P 2.7416 0.6269 -1.7548
C -4.2853 1.8020 0.3279
C -3.0823 2.1379 -0.3684
C -2.8571 1.5184 -1.6238
C -1.6206 1.5869 -2.2283
C -0.5748 2.3206 -1.5707
C -0.7946 2.9703 -0.2866
C -2.0681 2.9061 0.2559
Br 0.8241 3.2684 -2.7883
H -3.9120 2.7760 2.1979
H -5.1084 1.4337 -0.2722
H -4.4231 1.8844 4.4021
H -5.8310 -0.2463 0.8530
H -5.4498 0.0555 5.7579
H -6.7739 -1.9582 2.3726
H -3.6956 0.9941 -2.0999
H -2.3177 3.4620 1.1589
H -1.4500 1.2565 -3.2499
H -0.0534 3.6871 0.0813
P -0.5007 -1.5639 -0.4446
C 3.3623 2.2452 -1.1161
C 4.2977 3.0176 -2.0432
H 3.8433 2.0945 -0.1317
H 2.4899 2.9000 -0.9266
H 4.4452 4.0372 -1.6553
H 5.2913 2.5589 -2.0962
H 3.8936 3.1119 -3.0541
C 2.2886 0.4190 -3.5137
C 3.4154 0.6232 -4.5118
H 1.4655 1.1146 -3.7477
H 1.8740 -0.6001 -3.5981
H 3.0138 0.7784 -5.5208
H 4.0268 1.4977 -4.2751
H 4.0659 -0.2540 -4.5429
C 4.0429 -0.6120 -1.4323
C 5.4494 -0.0900 -1.7141
H 3.8321 -1.5192 -2.0217
H 3.9270 -0.9028 -0.3763
H 6.1893 -0.8866 -1.5953
H 5.5569 0.2914 -2.7348
H 5.7272 0.7086 -1.0237
C 0.2986 -2.9491 0.5023
C 1.7927 -3.1230 0.2743
H -0.2401 -3.8578 0.1817
H 0.1038 -2.7956 1.5748
H 2.0839 -4.1201 0.6290
H 2.0744 -3.0480 -0.7825
H 2.3733 -2.3910 0.8468
C -0.2544 -2.2684 -2.1316
C -1.2655 -1.8125 -3.1701
H -0.2649 -3.3636 -2.0217
H 0.7629 -1.9766 -2.4374
H -0.9707 -2.2001 -4.1514
H -2.2727 -2.1873 -2.9645
H -1.3200 -0.7217 -3.2350
C -2.3082 -1.9393 -0.1330
C -2.7646 -2.8888 0.9926
H -2.7094 -2.3135 -1.0853
H -2.7552 -0.9472 0.0311
H -3.5818 -3.5214 0.6088
H -1.9776 -3.5632 1.3579
H -3.1672 -2.3230 1.8476
C 3.8822 0.0503 3.5965
C 2.5249 0.1068 3.0072
C 1.2882 -0.3361 3.4576
C 0.3390 0.0206 2.4841
N 0.9761 0.5749 1.4174
N 2.3039 0.6227 1.7862
C -1.1062 -0.2660 2.6164
H 4.1716 1.0027 4.0679
H 3.9179 -0.7271 4.3663
H 4.6421 -0.1865 2.8388
H 1.0963 -0.9211 4.3457
H 3.0526 0.9912 1.1793
H -1.2436 -1.3574 2.7191
H -1.4763 0.1548 3.5605
H -1.7176 0.1848 1.8168


4.
20
Properties=species:S:1:pos:R:3 method="wB97M-V/def2-TZVPD" gap_ev=9.791 smiles=NCCCCS.O energy_ev=-18731.5587 e_above_lowest_kcal_mol=10.4 homo_ev=-9.017 lumo_energy_ev=0.77
C -0.4387 -1.4157 0.5588
C -0.9864 -0.0168 0.7826
C -1.1893 0.8409 -0.4684
S -2.6586 0.2988 -1.3542
C 0.8330 -1.4416 -0.3404
N 1.9100 -0.6062 0.1829
H -1.1879 -1.9867 0.0034
H -0.1062 -1.9452 1.4505
H -0.4306 0.4902 1.5770
H -1.9796 -0.0790 1.2459
H -0.3409 0.8429 -1.1457
H -1.3041 1.8474 -0.0769
H -3.2207 1.4739 -1.7101
H 0.5246 -1.0453 -1.3065
H 1.1068 -2.4899 -0.4682
H 2.6184 -0.5325 -0.5320
H 2.3289 -0.9460 1.0268
H 1.4256 1.4846 0.3648
H 1.5985 2.7932 -0.3337
O 1.4971 2.4332 0.5433


5.
9
Properties=species:S:1:pos:R:3 method="wB97M-V/def2-TZVPD" gap_ev="7.617 / 7.527" energy_ev=-235588.2555 e_above_lowest_kcal_mol=66.5 homo_ev="-8.103 / -7.963" lumo_energy_ev="-0.49 / -0.44"
C -0.9990 -0.1314 0.2925
C 1.2895 -0.5050 -0.4955
S -1.6175 1.3523 -0.4062
Cl -1.0956 2.6629 0.9854
Br -1.8575 -1.7490 -0.2683
Br 2.0309 -1.8852 0.5222
Br 1.9757 1.2266 -0.5324
H -0.5905 0.0031 1.3328
H 0.8640 -0.9744 -1.4305


6.
8
Properties=species:S:1:pos:R:3 method="wB97M-V/def2-TZVPD" gap_ev="7.589 / 7.812" energy_ev=-21538.8131 e_above_lowest_kcal_mol=184.7 homo_ev="-10.449 / -10.708" lumo_energy_ev="-2.86 / -2.90"
C 1.4098 0.2949 -0.0890
N -0.9383 1.2204 0.1226
F -2.2928 1.2841 0.2978
F -0.5449 -0.7675 -1.4372
F -1.2073 -1.9887 0.8710
S -0.2282 -0.1587 0.0086
H 2.0039 -0.5989 -0.4976
H 1.7978 0.7145 0.7238